A structure of composition C52H48CrF3N5O5S3Sb. Source: OMol25; level of theory: wB97M-V/def2-TZVPD.

Geometry as XYZ:
```
118
Properties=species:S:1:pos:R:3:forces:R:3
Cr 0.063300 -0.224900 0.349800 0.00 -0.15 -0.26
S 2.290800 -0.083900 -0.357700 0.50 0.35 0.30
C 2.658000 1.592300 -0.221000 2.57 -1.78 -0.49
N 3.911500 2.038200 -0.344500 -2.00 -0.28 0.27
C 4.141000 3.470100 -0.405000 -0.12 0.98 0.12
C 3.174900 4.189100 0.528600 1.00 0.04 -0.01
N 1.815800 3.810600 0.205600 0.15 -2.10 -0.38
C 0.806100 4.847400 0.127500 -0.58 0.60 -0.11
C 1.119700 5.752200 -1.040100 0.06 0.03 0.06
C 1.654600 7.016400 -0.836400 -0.09 -0.06 0.02
C 1.965200 7.820800 -1.919800 0.05 0.05 -0.06
C 1.750200 7.360800 -3.208600 0.03 0.07 0.03
C 1.222300 6.095800 -3.416800 0.02 -0.07 -0.05
C 0.912800 5.290300 -2.335500 0.01 -0.01 0.06
C 1.577800 2.529300 -0.078800 -2.31 2.13 0.27
S -0.020700 1.965400 -0.330800 0.46 1.47 -0.36
C 5.085400 1.186200 -0.370800 0.62 -0.59 0.02
C 5.901200 1.421900 0.882800 0.03 0.11 -0.02
C 7.191100 1.932900 0.816700 -0.15 -0.07 -0.06
C 7.903800 2.185000 1.977700 0.08 0.03 0.05
C 7.330200 1.943200 3.213700 0.03 -0.01 0.01
C 6.048600 1.421100 3.285700 -0.08 -0.01 0.03
C 5.338800 1.161400 2.127400 0.00 0.03 -0.06
H 3.999700 3.822900 -1.434800 0.05 -0.11 0.07
H 5.171600 3.668500 -0.106100 -0.13 -0.03 0.02
H 3.278400 5.268300 0.417100 0.00 -0.10 -0.04
H 3.389900 3.915500 1.568800 -0.06 0.09 -0.06
H 0.801700 5.409400 1.064400 0.03 -0.08 0.01
H -0.165100 4.372900 -0.014700 0.14 0.09 0.17
H 1.813400 7.382400 0.168000 0.00 0.06 0.13
H 2.376200 8.804500 -1.755100 0.02 0.10 0.00
H 1.993200 7.990100 -4.050400 0.01 0.06 -0.09
H 1.053100 5.739100 -4.421400 -0.04 -0.03 -0.09
H 0.503900 4.300900 -2.490300 -0.11 -0.11 -0.07
H 5.675400 1.431400 -1.258400 -0.10 0.00 0.01
H 4.771400 0.142700 -0.445200 0.04 0.15 -0.06
H 7.646400 2.126900 -0.142500 0.06 0.04 -0.16
H 8.906900 2.576500 1.916000 0.10 0.05 -0.02
H 7.876600 2.159100 4.118800 0.07 -0.01 0.06
H 5.602800 1.217600 4.247000 -0.03 -0.02 0.11
H 4.340000 0.751600 2.189300 -0.12 -0.07 0.00
F -8.867400 -0.098300 0.662100 0.00 0.01 -0.04
C -7.559400 -0.067700 0.420600 0.35 0.02 -0.04
C -6.936300 -1.204100 -0.071700 -0.24 0.05 0.07
C -5.571700 -1.182300 -0.294300 0.19 -0.14 -0.09
C -4.854200 -0.027200 -0.031700 0.96 0.07 0.20
C -5.488300 1.102000 0.461700 0.06 0.10 0.01
C -6.850800 1.096100 0.681200 -0.31 -0.09 0.02
Sb -2.711500 0.081100 -0.233000 -0.79 -0.47 -1.22
C -2.056700 -1.851400 -1.136700 -1.09 0.68 0.33
C -2.749700 -2.193700 -2.398600 0.11 0.02 -0.32
C -3.107700 -3.452500 -2.676700 0.02 0.37 -0.07
C -2.822100 -4.537300 -1.764500 0.37 -0.13 0.98
F -3.191600 -5.754000 -2.169300 -0.03 0.02 -0.11
C -2.253900 -4.353700 -0.569400 -0.39 -0.11 -0.63
C -1.863600 -2.993700 -0.131000 0.24 0.18 0.15
C -2.528200 1.383200 -1.977900 -0.05 -0.49 0.61
C -1.832000 1.001700 -3.120700 -0.05 -0.04 0.12
C -1.703000 1.878100 -4.184300 0.01 0.20 -0.11
C -2.230300 3.153800 -4.071200 0.04 -0.20 0.25
F -2.084800 4.006200 -5.088200 0.00 0.04 -0.01
C -2.877800 3.575300 -2.920900 0.04 0.08 -0.20
C -3.031000 2.678300 -1.879300 0.01 -0.21 0.04
H -7.521000 -2.089400 -0.262900 -0.08 -0.10 -0.03
H -5.074400 -2.064200 -0.677400 -0.06 -0.07 0.00
H -4.917200 1.993900 0.676900 -0.06 0.14 0.09
H -7.365500 1.964500 1.061200 -0.07 0.06 0.04
H -3.010000 -1.382300 -3.067000 -0.04 -0.14 -0.09
H -3.642300 -3.697000 -3.579700 -0.11 0.00 -0.17
H -2.096700 -5.172300 0.112500 0.01 -0.22 0.03
H -2.244500 -2.808100 0.885700 0.15 0.02 -0.28
H -1.364800 0.027700 -3.197100 -0.04 -0.01 -0.02
H -1.203200 1.583900 -5.094200 0.08 0.01 -0.09
H -3.252200 4.584800 -2.856900 -0.07 0.10 -0.02
H -3.536800 3.000500 -0.978300 -0.08 0.07 -0.01
N 1.344800 -0.197500 7.303100 0.23 -0.04 0.22
C 0.210800 -0.013600 6.606100 0.11 0.01 -0.04
O -0.888400 0.038000 7.105100 -0.12 0.01 -0.01
C 0.350100 0.127700 5.103500 -0.26 0.04 -0.55
C 1.502200 -0.037200 4.342200 -0.22 0.10 0.06
C 1.419100 0.051400 2.963200 0.46 -0.06 0.07
N 0.291000 0.324200 2.302700 0.09 -0.14 0.48
C -0.807400 0.534600 3.040700 -0.52 0.29 0.10
C -0.822600 0.429200 4.413200 0.22 -0.01 0.19
H 1.266200 -0.299100 8.303600 0.02 0.00 -0.05
H 2.260500 -0.210500 6.893700 -0.06 -0.01 0.02
H 2.462600 -0.252400 4.782500 0.10 -0.08 0.01
H 2.299500 -0.112900 2.355900 -0.06 -0.12 0.03
H -1.714400 0.810700 2.509700 0.21 -0.16 0.05
H -1.730000 0.563600 4.983900 -0.07 0.05 -0.06
C 7.430500 -1.716700 0.074700 0.03 0.05 0.04
C 6.256700 -2.449400 -0.492300 -0.21 -0.14 -0.01
C 5.648800 -3.462700 0.246200 -0.01 0.10 -0.12
C 4.630100 -4.222300 -0.298900 -0.12 -0.10 0.04
C 4.201600 -3.964600 -1.589000 -0.24 -0.45 -0.05
C 4.767500 -2.945800 -2.332500 -0.06 0.02 -0.09
C 5.782500 -2.184100 -1.775300 -0.08 -0.09 0.03
S 3.003800 -5.077200 -2.315300 -1.00 0.87 -0.68
O 3.524500 -5.612100 -3.531300 0.35 0.13 -0.08
O 2.488200 -5.933000 -1.291600 0.15 0.05 0.33
N 1.730200 -4.033300 -2.793300 1.24 -0.41 -0.04
C 0.495000 -4.166800 -2.056100 -0.29 -0.32 0.59
C 0.708300 -3.624800 -0.636200 -0.62 0.46 -0.05
C -0.347500 -2.616400 -0.177200 0.02 -2.28 -0.46
O -0.605800 -1.597600 -1.236200 0.39 0.90 -0.12
O 0.023700 -1.964300 0.915600 0.59 0.52 1.36
H 8.161600 -2.435800 0.437500 0.13 0.03 0.04
H 7.142900 -1.086000 0.916300 0.02 0.03 0.06
H 7.906600 -1.097300 -0.680800 0.08 0.09 -0.02
H 6.001500 -3.680100 1.243000 0.07 -0.06 0.12
H 4.179000 -5.039100 0.242300 -0.02 -0.07 0.14
H 4.435400 -2.778300 -3.344900 -0.01 0.09 -0.14
H 6.239500 -1.399500 -2.360600 0.11 0.05 -0.11
H 1.616000 -4.110700 -3.794000 0.10 -0.17 -0.12
H 0.165400 -5.211600 -2.003900 -0.06 0.21 -0.08
H -0.265200 -3.583500 -2.581500 0.16 -0.07 -0.02
H 1.665400 -3.090500 -0.619800 -0.10 -0.02 0.13
H 0.766400 -4.426000 0.100900 0.00 0.06 0.02
```
Positions in Å, forces in eV/Å.

Properties
* total energy: -147994.393 eV
* HOMO (spin up / spin down): -13.025 / -13.010 eV
* 2S+1: 4
* F_max: 3.2 eV/Å
* total charge: +2

Atom charges from the Löwdin analysis, given in e for atoms 1 to 4:
1 Cr 0.33
2 S 0.88
3 C -0.55
4 N -0.06